A 6-piece molecular cluster, C43H78BrFNO11S overall at a distorted geometry, computed with wB97M-V/def2-TZVPD.

```
136
Properties=species:S:1:pos:R:3:forces:R:3
C -4.746742 -3.606947 0.926135 0.1 0.4 0.1
O -6.027889 -3.080358 0.697303 -0.3 -0.1 0.3
C -6.728027 -3.722982 -0.346887 0.3 -0.3 -0.5
C -6.445699 -3.151656 -1.747990 0.0 0.3 0.3
C -5.990594 -1.682148 -1.758144 -0.1 -0.2 -0.7
C -4.608760 -1.511238 -2.388718 -0.3 0.4 0.3
C -4.072517 -0.087004 -2.214609 0.3 -0.8 -0.2
C -2.542538 -0.050600 -2.140015 -0.8 1.0 0.4
C -2.063172 1.371573 -2.396270 0.6 -0.3 0.1
C -0.550633 1.578496 -2.230121 -0.3 0.2 -0.6
C -0.152361 1.574360 -0.742894 -0.3 0.7 -0.3
C 0.009874 3.018691 -0.205423 -0.6 0.0 0.0
S -0.820245 3.314779 1.415351 0.3 -0.1 0.5
O 1.281811 3.556271 -0.224230 0.2 -0.1 -0.4
C 2.400162 2.712855 0.018584 -0.4 0.2 0.7
C 3.590129 3.610114 -0.356275 0.1 0.8 0.0
O 4.692312 2.970541 -0.949458 0.1 -0.4 0.1
O 5.095918 3.820594 -2.033581 -0.2 0.2 -0.2
C 2.340356 1.328311 -0.646044 1.3 0.1 -0.7
C 2.567929 1.494568 -2.155500 -0.5 0.5 -1.1
O 2.037707 2.718267 -2.645899 0.1 -0.3 0.3
C 2.182274 2.834240 -4.047129 0.2 -0.1 -0.1
C 3.499844 0.433402 -0.134676 0.4 0.3 0.6
C 3.942328 0.515888 1.351260 -0.1 -1.9 0.0
C 4.026634 -0.920000 1.946548 -0.1 1.1 0.2
Br 5.742210 1.234890 1.550094 -0.2 0.5 0.1
N 0.993146 0.660232 -0.344466 -0.5 0.2 0.4
C 0.893601 0.367810 1.130634 0.0 -0.6 0.8
C -0.351282 -0.378407 1.617960 -0.4 0.1 0.1
F -0.883188 0.317346 2.685559 -0.1 0.2 0.0
C 0.752211 -0.649063 -1.028962 -0.5 -1.1 -0.4
O 1.359532 -1.725592 -0.369036 0.2 0.4 0.1
C 1.759161 -2.744745 -1.238793 0.1 -0.7 -0.5
C 1.016865 -3.918812 -1.256293 0.2 -0.3 -0.2
C 1.373898 -4.965076 -2.112422 0.4 0.3 -0.1
C 2.476515 -4.845994 -2.955327 0.0 0.8 0.3
C 3.217381 -3.663021 -2.931900 -0.5 0.0 0.4
C 2.864210 -2.613666 -2.076572 0.0 -0.3 -0.3
H -4.026776 -3.220258 0.199085 0.1 -0.2 -0.2
H -4.426006 -3.272333 1.908718 0.0 0.1 0.1
H -4.741123 -4.695921 0.923762 0.0 -0.2 -0.1
H -7.792205 -3.690772 -0.141640 -0.1 0.3 0.3
H -6.441342 -4.776008 -0.353473 -0.2 -0.2 0.1
H -5.699814 -3.760008 -2.254627 0.2 -0.1 0.0
H -7.353144 -3.255228 -2.334604 -0.2 -0.1 -0.1
H -6.679349 -1.127831 -2.393666 -0.2 0.2 0.1
H -6.031746 -1.226997 -0.774517 0.1 -0.1 0.2
H -4.710055 -1.700809 -3.453977 0.2 -0.2 -0.2
H -3.912253 -2.249255 -1.988286 0.1 -0.1 0.2
H -4.439089 0.508509 -3.046039 0.1 0.3 0.0
H -4.444134 0.336290 -1.284768 -0.2 0.2 0.1
H -2.090121 -0.772101 -2.813783 0.1 -0.1 -0.1
H -2.317148 -0.288715 -1.097299 0.3 -0.5 0.0
H -2.566380 2.056124 -1.711424 -0.3 0.1 0.0
H -2.342877 1.658468 -3.404997 -0.1 0.1 -0.2
H -0.042880 0.862847 -2.873107 0.2 -0.1 0.2
H -0.324143 2.543485 -2.665774 0.3 0.1 0.1
H -1.053707 1.243013 -0.244554 0.2 -0.6 0.4
H -0.586903 3.613527 -0.886051 0.0 0.2 -0.2
H -2.009173 3.732759 0.964956 0.1 0.0 -0.2
H 2.435771 2.590523 1.098692 0.1 -0.3 0.1
H 3.218765 4.362313 -1.042991 -0.2 -0.1 -0.2
H 3.916679 4.159376 0.526252 0.1 -0.1 0.2
H 5.830164 3.308712 -2.394027 0.2 0.0 0.1
H 2.159626 0.685513 -2.769466 -0.1 -0.2 0.3
H 3.627227 1.517950 -2.377316 0.3 -0.2 0.3
H 2.535641 3.830814 -4.279978 -0.1 0.2 0.0
H 1.235379 2.636834 -4.547475 -0.2 0.0 -0.1
H 2.914747 2.131309 -4.446981 0.1 -0.1 0.1
H 3.305257 -0.607526 -0.346723 -0.3 -0.1 0.0
H 4.386453 0.658994 -0.707601 0.0 0.3 -0.3
H 3.265042 1.042366 2.006871 0.2 0.6 -0.1
H 3.166689 -1.518497 1.654643 0.0 -0.2 -0.1
H 4.966309 -1.379765 1.683459 0.0 -0.4 -0.2
H 4.017631 -0.816351 3.025430 0.1 -0.2 0.2
H 1.719563 -0.268442 1.406881 0.2 0.1 -0.3
H 0.989709 1.263581 1.729381 -0.2 0.3 -0.3
H -0.097487 -1.360123 2.000788 0.3 -0.2 -0.1
H -1.150590 -0.510468 0.892443 0.0 0.1 -0.2
H 1.015835 -0.661590 -2.077141 0.4 0.4 0.0
H -0.323460 -0.800047 -1.016698 -0.2 0.2 0.2
H 0.163391 -4.035551 -0.606374 -0.1 0.1 0.1
H 0.800700 -5.877323 -2.130896 -0.2 -0.1 0.1
H 2.768623 -5.622480 -3.641107 -0.1 -0.3 0.0
H 4.074023 -3.554800 -3.575082 0.1 0.1 -0.1
H 3.459374 -1.714775 -2.115264 0.0 0.2 0.2
C 7.261763 -3.281728 5.401443 -0.2 0.0 -0.1
C 7.209643 -2.523598 4.099837 0.0 0.0 0.0
O 6.165336 -2.339800 3.513857 0.1 0.0 0.0
C 8.517636 -2.001968 3.559416 -0.2 0.1 -0.2
H 6.259639 -3.599957 5.678307 0.0 0.0 0.0
H 7.899590 -4.160342 5.296216 0.1 0.1 0.1
H 7.664692 -2.644104 6.189484 0.1 -0.1 0.0
H 9.205232 -2.829865 3.381533 0.1 0.0 0.1
H 8.969474 -1.314039 4.275288 0.1 -0.1 0.0
H 8.341287 -1.476947 2.623092 0.0 0.0 0.0
C -0.953769 -0.649439 -5.992857 -0.1 0.0 0.2
C -2.236766 0.077984 -6.327226 0.0 0.0 -0.1
O -3.160563 0.121197 -5.547497 0.1 0.0 0.1
C -2.308460 0.744118 -7.677365 -0.2 0.0 0.1
H -1.030973 -1.085504 -4.998086 0.0 0.0 0.0
H -0.774940 -1.445717 -6.716046 0.1 0.1 -0.1
H -0.112432 0.046231 -6.017726 0.0 0.0 -0.1
H -2.183482 0.002691 -8.467697 0.1 0.0 0.0
H -1.520934 1.494070 -7.767946 0.1 -0.1 -0.1
H -3.275352 1.227172 -7.792587 0.0 0.0 0.0
C 5.098345 4.952842 4.122278 0.1 0.1 0.2
C 5.470445 6.321986 3.600964 0.0 0.0 0.0
O 5.851398 7.197598 4.336851 0.0 0.0 0.0
C 5.341737 6.538296 2.109683 0.1 0.2 0.1
H 5.231601 4.925352 5.200952 0.0 0.0 0.0
H 4.054289 4.735973 3.886915 0.0 -0.1 -0.1
H 5.735291 4.193624 3.664206 -0.1 0.0 -0.1
H 4.306815 6.383624 1.797513 0.0 -0.1 0.0
H 5.985409 5.838929 1.572339 -0.1 -0.1 0.0
H 5.637588 7.555074 1.863942 0.0 0.0 0.0
C -9.548448 -1.633013 1.560904 -0.1 -0.2 -0.1
C -10.703928 -1.158708 0.711202 0.0 0.0 0.0
O -11.623315 -1.888201 0.428796 0.0 0.0 0.0
C -10.651738 0.272494 0.228922 -0.2 -0.1 -0.1
H -9.707184 -2.672203 1.839635 0.0 0.0 0.0
H -8.616450 -1.552821 0.997631 0.1 0.1 0.1
H -9.475062 -1.030307 2.467231 0.1 0.1 -0.1
H -9.760449 0.429443 -0.381188 0.1 0.1 0.1
H -10.623617 0.953775 1.080641 0.1 0.0 0.0
H -11.534718 0.485725 -0.368550 0.0 0.0 0.0
C 0.473217 -0.022140 5.657044 0.3 -0.1 0.1
C -0.182015 -0.765726 6.799236 0.0 0.0 0.0
O 0.416347 -1.602150 7.430414 0.0 0.0 0.0
C -1.617384 -0.411733 7.106066 0.1 -0.1 0.1
H 1.499133 -0.370482 5.547152 0.0 0.0 0.0
H -0.068750 -0.206368 4.732261 -0.1 0.1 0.0
H 0.480198 1.049750 5.862166 -0.1 0.0 -0.1
H -2.245871 -0.606970 6.235459 0.0 0.1 0.0
H -1.694849 0.644143 7.369652 0.0 0.0 -0.1
H -1.967710 -1.013516 7.940795 0.0 0.0 0.0
```
Positions in Å, forces in eV/Å.

Spin multiplicity: 1
Orbital gap, hartree: 0.319
Net charge: +1

Results of the Löwdin charge analysis, in e, for atoms 1 through 2: number 1, C, carries -0.107; number 2, O, carries -0.202



C36H56N2S2SeSi4TeW as an isolated structure at a distorted geometry, computed with wB97M-V/def2-TZVPD.

```
103
Properties=species:S:1:pos:R:3:forces:R:3
W 1.125391 0.574726 -0.358775 -0.7 -0.6 0.1
S 0.599044 0.381102 -2.615821 0.1 0.1 0.0
C 1.780614 -0.751090 -3.258719 -0.1 -0.1 0.0
N 1.991395 -0.809327 -4.574990 0.0 0.0 0.0
C 3.053085 -1.684428 -5.068116 0.0 0.0 0.0
C 3.069990 -2.963066 -4.268323 0.0 0.0 0.0
N 3.195479 -2.637878 -2.847242 0.0 0.0 0.0
C 3.934143 -3.605737 -2.018859 0.0 0.1 0.0
C 3.321533 -4.979058 -2.119698 0.0 0.0 0.0
C 3.990757 -6.004760 -2.772637 0.0 0.0 0.0
C 3.408161 -7.260919 -2.883691 0.0 0.0 0.0
C 2.152339 -7.491087 -2.345729 0.0 0.0 0.0
C 1.478571 -6.467418 -1.689603 0.0 0.0 0.0
C 2.061601 -5.216844 -1.575229 0.0 0.0 0.0
C 2.476821 -1.612928 -2.375476 -0.1 -0.1 0.1
S 2.306792 -1.398399 -0.636925 0.1 0.1 -0.1
C 1.221887 -0.074802 -5.592734 0.0 0.0 0.0
C 0.422548 -1.028148 -6.443607 0.0 0.0 0.0
C 0.719926 -1.192471 -7.789667 0.0 0.0 0.0
C -0.009398 -2.087544 -8.562577 0.0 0.0 0.0
C -1.033149 -2.823285 -7.987919 0.0 0.0 0.0
C -1.334199 -2.662484 -6.640226 0.0 0.0 0.0
C -0.609890 -1.767427 -5.871240 0.0 0.0 0.0
H 4.009460 -1.159558 -4.987268 0.0 0.0 0.0
H 2.856272 -1.899560 -6.116396 0.0 0.0 0.0
H 3.917773 -3.582591 -4.553922 0.0 0.0 0.0
H 2.156300 -3.542005 -4.429804 0.0 0.0 0.0
H 3.936718 -3.246624 -0.992668 0.0 0.0 0.0
H 4.967636 -3.612048 -2.370076 0.0 0.0 0.0
H 4.977533 -5.829724 -3.186358 0.0 0.0 0.0
H 3.937400 -8.058160 -3.387697 0.0 0.0 0.0
H 1.699082 -8.469437 -2.430273 0.0 0.0 0.0
H 0.502395 -6.651071 -1.260884 0.0 0.0 0.0
H 1.538025 -4.421947 -1.053670 0.0 0.0 0.0
H 1.931915 0.489061 -6.200713 0.0 0.0 0.0
H 0.579075 0.641670 -5.087490 0.0 0.0 0.0
H 1.514753 -0.610614 -8.242714 0.0 0.0 0.0
H 0.221669 -2.205916 -9.612473 0.0 0.0 0.0
H -1.602481 -3.519008 -8.589243 0.0 0.0 0.0
H -2.141072 -3.229346 -6.195225 0.0 0.0 0.0
H -0.855562 -1.634881 -4.822230 0.0 0.0 0.0
C 2.413305 7.313720 3.613954 0.0 0.0 0.0
C 2.424849 6.086126 2.749093 0.0 0.0 0.0
C 1.751855 6.059783 1.531721 0.0 0.0 0.0
C 1.758130 4.940777 0.709002 0.0 0.0 0.1
C 1.011983 4.950985 -0.594446 0.0 0.0 0.0
C 2.476162 3.836357 1.169337 -0.3 -0.2 0.1
Se 2.602171 2.318672 -0.023672 0.9 0.5 -0.3
C 3.163331 3.792740 2.379824 -0.1 0.1 0.0
C 3.933293 2.608939 2.894328 0.0 0.0 0.0
C 3.114504 4.950003 3.151339 0.0 0.0 0.0
H 1.823413 8.111331 3.167017 0.0 0.0 0.0
H 3.426835 7.686135 3.766576 0.0 0.0 0.0
H 1.997794 7.091765 4.597713 0.0 0.0 0.0
H 1.204370 6.936926 1.207508 0.0 0.0 0.0
H 0.536747 5.917316 -0.747910 0.0 0.0 0.0
H 0.233291 4.184331 -0.613536 0.0 0.0 0.0
H 1.677431 4.766411 -1.440488 0.0 0.0 0.0
H 3.831832 1.725211 2.267629 0.0 0.0 0.0
H 3.590385 2.347509 3.895860 0.0 0.0 0.0
H 4.994776 2.848803 2.965461 0.0 0.0 0.0
H 3.637470 4.954159 4.101690 0.0 0.0 0.0
C -4.360679 -1.751068 0.807603 0.0 0.0 0.0
Si -4.629406 -0.081742 1.600213 0.0 0.0 0.0
C -4.879431 1.251845 0.317599 0.0 0.0 0.0
C -6.021455 -0.122767 2.846674 0.0 0.0 0.0
Si -2.743710 0.458323 2.931034 -0.1 0.0 0.1
Te -0.755889 0.441960 1.183163 0.0 0.1 0.0
Si -2.468692 2.734619 3.559868 0.0 0.1 0.0
C -2.618118 3.822568 2.047458 0.0 0.0 0.0
C -0.790414 2.956979 4.351915 0.0 0.0 0.0
C -3.858705 3.044462 4.769738 0.0 0.0 0.0
Si -1.972694 -1.175010 4.469593 0.0 0.0 0.0
C -2.132269 -2.863426 3.689930 0.0 0.0 0.0
C -3.128111 -0.966722 5.924127 0.0 0.0 0.0
C -0.200495 -0.813728 4.939133 0.0 0.0 0.0
H -5.176207 -1.959402 0.110726 0.0 0.0 0.0
H -4.343714 -2.549654 1.549578 0.0 0.0 0.0
H -3.425900 -1.793221 0.243988 0.0 0.0 0.0
H -5.643730 0.925939 -0.392497 0.0 0.0 0.0
H -3.970771 1.464647 -0.249315 0.0 0.0 0.0
H -5.224019 2.183105 0.769277 0.0 0.0 0.0
H -6.958290 -0.346923 2.329593 0.0 0.0 0.0
H -6.149809 0.833213 3.357031 0.0 0.0 0.0
H -5.871477 -0.897031 3.601186 0.0 0.0 0.0
H -1.896591 3.548073 1.274098 0.0 0.0 0.0
H -2.419802 4.860148 2.328402 0.0 0.0 0.0
H -3.615166 3.780162 1.608134 0.0 0.0 0.0
H 0.018536 2.616543 3.700050 0.0 0.0 0.0
H -0.712211 2.420762 5.298737 0.0 0.0 0.0
H -0.624653 4.018174 4.555243 0.0 0.0 0.0
H -4.836378 2.949991 4.293599 0.0 0.0 0.0
H -3.780482 4.062169 5.160533 0.0 0.0 0.0
H -3.828036 2.361372 5.620322 0.0 0.0 0.0
H -3.177773 -3.146379 3.560051 0.0 0.0 0.0
H -1.664012 -3.610610 4.335251 0.0 0.0 0.0
H -1.644302 -2.914709 2.714181 0.0 0.0 0.0
H -4.178131 -1.055108 5.639953 0.0 0.0 0.0
H -2.987434 -0.003133 6.417127 0.0 0.0 0.0
H -2.922022 -1.746545 6.661990 0.0 0.0 0.0
H 0.454457 -0.729927 4.069325 0.0 0.0 0.0
H 0.175727 -1.635558 5.553958 0.0 0.0 0.0
H -0.112001 0.104638 5.520334 0.0 0.0 0.0
```
Positions in Å, forces in eV/Å.

Spin multiplicity: 3
Orbital gap (alpha / beta), hartree: 0.192 / 0.235
Expectation value of S²: 2.058
Net charge: +2

Results of the Löwdin charge analysis, in e, for atoms 1 through 2: number 1, W, carries 0.091; number 2, S, carries 0.619



Number 1: total energy -153451.3010 eV. Number 2: total energy -168857.0014 eV.